{
  "formula": "C50H44GeN3OPtS",
  "method": "ωB97M-V with the def2-TZVPD basis set",
  "homo_ev": [-7.539, -7.707],
  "e_above_lowest_kj_mol": 0.0,
  "gap_ev": [7.381, 6.556],
  "spin_multiplicity": 2,
  "lumo_energy_ev": [-0.2, -1.2],
  "s2": 0.755,
  "energy_ev": -129679.6486,
  "elements": ["Pt", "C", "C", "C", "C", "C", "C", "C", "N", "C", "N", "C", "C", "C", "C", "C", "C", "C", "N", "C", "C", "C", "C", "C", "C", "C", "H", "H", "H", "H", "H", "H", "H", "H", "H", "H", "H", "H", "H", "H", "H", "H", "H", "H", "H", "H", "H", "H", "C", "C", "C", "C", "C", "C", "Ge", "C", "C", "C", "C", "C", "C", "C", "C", "C", "C", "C", "C", "H", "H", "H", "H", "H", "H", "H", "H", "H", "H", "H", "H", "H", "H", "H", "C", "C", "O", "S", "C", "C", "C", "C", "C", "C", "C", "C", "H", "H", "H", "H", "H", "H", "H"],
  "positions_angstrom": [[-0.031996, -0.519978, -0.027867], [-4.198942, -2.456096, 3.267618], [-3.906776, -1.675720, 4.519098], [-4.921501, -1.411953, 5.437610], [-4.666489, -0.800948, 6.652233], [-3.367957, -0.441970, 6.983250], [-2.349611, -0.658255, 6.073921], [-2.613550, -1.254203, 4.842206], [-1.530037, -1.454873, 3.950029], [-1.393191, -0.875682, 2.715903], [-2.400196, -0.062107, 2.337728], [-2.482998, 0.825957, 1.234951], [-1.534311, 0.823431, 0.216840], [-1.620429, 1.859052, -0.723124], [-2.623187, 2.808409, -0.682955], [-3.602546, 2.722928, 0.297315], [-3.545950, 1.742838, 1.273966], [-4.595657, 1.676132, 2.350275], [-0.311676, -1.072657, 2.009922], [0.705221, -1.928256, 2.525488], [0.549357, -3.309624, 2.497254], [1.564044, -4.132501, 2.956981], [2.738592, -3.573456, 3.439440], [2.889838, -2.194568, 3.458779], [1.884973, -1.348999, 3.005473], [2.064388, 0.139313, 3.003140], [-5.044634, -3.122090, 3.431941], [-3.333129, -3.056129, 2.986785], [-4.440294, -1.814236, 2.417388], [-5.929511, -1.724626, 5.195860], [-5.476027, -0.619182, 7.345654], [-3.150753, 0.014775, 7.938807], [-1.334882, -0.358915, 6.302608], [-0.682834, -1.858420, 4.321515], [-3.107254, 0.068342, 3.044086], [-0.874057, 1.911026, -1.510238], [-2.665991, 3.592771, -1.427317], [-4.412624, 3.441577, 0.321353], [-5.324953, 2.472255, 2.216589], [-4.173636, 1.793867, 3.353508], [-5.138928, 0.727142, 2.327938], [-0.363053, -3.733083, 2.097178], [1.435921, -5.206993, 2.925303], [3.541704, -4.208472, 3.790363], [3.813760, -1.759687, 3.820477], [3.073273, 0.403486, 3.313895], [1.357346, 0.631533, 3.674725], [1.898920, 0.547347, 2.003306], [-1.507723, -6.031112, 0.886260], [-2.353563, -4.983829, 1.223280], [-2.291320, -3.791420, 0.517232], [-1.416836, -3.632490, -0.557540], [-0.576787, -4.694723, -0.883462], [-0.616009, -5.881263, -0.164638], [-1.306449, -1.924193, -1.516219], [-0.448494, -2.185255, -3.268675], [-1.204516, -2.029579, -4.430295], [-0.646596, -2.246460, -5.681640], [0.680293, -2.629714, -5.793886], [1.443935, -2.795861, -4.648281], [0.885406, -2.570268, -3.400132], [-3.134804, -1.288490, -1.897707], [-4.269695, -2.014979, -1.542902], [-5.544810, -1.535080, -1.809646], [-5.709806, -0.319226, -2.452216], [-4.592151, 0.403676, -2.842125], [-3.324353, -0.078757, -2.565348], [-1.544899, -6.960621, 1.439764], [-3.052598, -5.095643, 2.042659], [-2.936397, -2.967953, 0.806625], [0.110852, -4.603185, -1.715601], [0.049273, -6.693029, -0.430171], [-2.246346, -1.744257, -4.365342], [-1.252129, -2.116947, -6.569492], [1.117520, -2.798169, -6.769404], [2.481457, -3.095322, -4.724452], [1.503247, -2.674273, -2.516246], [-4.170549, -2.985872, -1.076342], [-6.409797, -2.118144, -1.519982], [-6.702547, 0.057370, -2.660886], [-4.708277, 1.346435, -3.360780], [-2.464020, 0.499308, -2.882764], [8.492678, -3.840522, 1.167627], [8.790879, -4.970697, 0.220222], [9.619807, -5.812080, 0.432705], [7.968913, -4.983253, -1.383076], [6.464816, -4.081159, -1.093499], [5.454538, -4.636770, -0.313942], [4.277232, -3.946730, -0.103949], [4.070214, -2.693807, -0.692751], [5.081845, -2.151007, -1.490898], [6.268937, -2.836985, -1.683527], [2.833854, -2.013259, -0.495537], [1.777655, -1.433817, -0.327507], [8.807105, -4.134271, 2.166384], [7.448181, -3.547030, 1.161824], [9.084227, -2.981639, 0.844746], [5.600626, -5.613003, 0.131362], [3.494441, -4.368505, 0.511787], [4.927696, -1.185028, -1.952190], [7.054581, -2.405452, -2.289549]],
  "forces_ev_per_a": [[0.374, 0.433, 0.426], [0.027, 0.001, 0.013], [-0.002, -0.104, 0.034], [-0.017, -0.005, -0.026], [-0.015, 0.007, 0.000], [0.019, 0.006, 0.011], [-0.024, 0.052, -0.063], [-0.017, 0.131, 0.133], [0.015, -0.187, -0.073], [0.155, 0.318, 0.033], [-0.084, -0.257, -0.158], [0.165, 0.120, 0.119], [-0.287, -0.250, -0.360], [0.045, 0.033, 0.083], [-0.020, -0.003, -0.003], [0.031, 0.010, 0.024], [0.042, 0.009, 0.015], [-0.016, 0.012, 0.016], [-0.008, -0.082, -0.167], [0.133, -0.022, 0.162], [-0.027, 0.056, -0.027], [0.041, -0.007, 0.021], [0.000, -0.008, -0.014], [0.023, -0.039, -0.021], [-0.080, -0.070, 0.013], [-0.003, 0.033, -0.033], [-0.020, -0.002, -0.004], [-0.036, 0.040, 0.023], [-0.005, 0.021, -0.011], [-0.030, -0.016, 0.002], [-0.015, -0.006, 0.017], [0.001, 0.018, 0.013], [0.030, 0.016, -0.001], [-0.025, -0.062, -0.038], [-0.001, -0.017, -0.024], [-0.039, -0.023, -0.026], [0.010, 0.027, -0.003], [-0.024, -0.002, -0.007], [-0.017, 0.001, -0.005], [0.009, 0.017, 0.025], [-0.009, -0.028, 0.012], [0.064, 0.041, 0.020], [0.007, -0.009, 0.003], [0.006, -0.008, 0.010], [0.012, 0.001, 0.008], [0.016, 0.013, 0.025], [-0.023, 0.019, -0.017], [0.017, 0.000, 0.001], [-0.018, -0.038, 0.023], [-0.028, -0.021, 0.002], [-0.098, 0.089, -0.064], [0.085, 0.101, 0.089], [0.000, 0.032, -0.098], [0.036, -0.034, 0.002], [-0.104, -0.031, -0.383], [-0.044, 0.022, 0.082], [-0.100, -0.009, 0.049], [0.012, -0.011, -0.056], [0.001, -0.004, -0.032], [0.032, -0.016, -0.025], [0.078, 0.023, 0.172], [0.078, 0.010, 0.121], [0.067, -0.117, 0.007], [-0.064, 0.013, -0.006], [-0.034, -0.011, -0.003], [-0.023, 0.031, -0.023], [0.146, 0.035, -0.027], [-0.007, -0.009, 0.006], [-0.014, -0.015, 0.016], [0.024, -0.020, -0.014], [0.034, 0.016, 0.014], [0.003, -0.007, -0.010], [-0.033, 0.018, 0.002], [-0.011, 0.001, -0.012], [0.008, -0.004, -0.018], [0.019, -0.004, 0.002], [-0.018, 0.015, -0.027], [0.015, -0.018, 0.054], [-0.014, -0.018, -0.004], [-0.022, 0.008, -0.003], [0.001, 0.026, -0.004], [-0.022, -0.005, 0.018], [0.009, -0.036, 0.077], [-0.004, 0.090, -0.073], [0.036, 0.005, -0.031], [-0.088, -0.115, 0.066], [0.094, 0.066, -0.086], [0.039, -0.074, 0.003], [-0.014, 0.032, -0.004], [0.098, -0.097, -0.042], [-0.037, -0.030, 0.041], [0.051, -0.015, 0.026], [-0.097, 0.297, 0.128], [-0.420, -0.418, -0.147], [0.017, 0.011, 0.006], [-0.038, 0.006, 0.020], [-0.005, 0.014, 0.002], [-0.001, -0.013, -0.011], [-0.026, -0.006, 0.016], [-0.010, 0.010, -0.006], [0.010, 0.000, -0.017]],
  "lowdin_spin": [0.55, 0.00, 0.00, 0.00, 0.00, 0.00, 0.00, 0.00, 0.00, 0.01, 0.00, 0.00, 0.04, 0.02, 0.00, 0.00, 0.00, 0.00, 0.11, 0.00, 0.01, 0.00, 0.01, 0.00, 0.01, 0.00, 0.00, 0.00, 0.00, 0.00, 0.00, 0.00, 0.00, 0.00, 0.00, 0.01, 0.00, 0.00, 0.00, 0.00, 0.00, 0.00, 0.00, 0.00, 0.00, 0.00, 0.00, 0.00, 0.00, 0.00, 0.00, 0.00, 0.00, 0.00, 0.08, 0.03, 0.01, 0.00, 0.00, 0.00, 0.01, 0.01, 0.00, 0.00, 0.00, 0.00, 0.00, 0.00, 0.00, 0.00, 0.00, 0.00, 0.00, 0.00, 0.00, 0.00, 0.00, 0.00, 0.00, 0.00, 0.00, 0.00, 0.00, 0.00, 0.00, 0.00, 0.00, 0.00, 0.00, 0.00, 0.00, 0.00, 0.02, 0.02, 0.00, 0.00, 0.00, 0.00, 0.00, 0.00, 0.00]
}